Density functional theory data (the ωB97M-V functional and the def2-TZVPD basis) for C48H51MnO2P5 as an isolated structure.

Calculated values
HOMO (spin up / spin down) (eV): -15.887 / -16.155
Kohn-Sham gap (spin up / spin down) (eV): 6.491 / 8.097
Lowest unoccupied orbital energy (spin up / spin down) (eV): -9.396 / -8.059
<S²>: 6.18

ORCA input file:
```
! wB97M-V def2-TZVPD RIJCOSX def2/J DEFGRID3
* xyz 3 5
Mn 0.63869 0.23217 -0.60848
O 0.70204 0.18777 1.31333
P 0.22731 -0.73967 2.45240
C -1.31550 -1.52395 1.92040
P -1.25460 -2.29871 0.28013
O -0.49533 -1.38122 -0.69454
C -0.43833 -3.86745 0.42277
C -1.07005 -4.89753 1.12401
C -0.44977 -6.12905 1.23877
C 0.79282 -6.33547 0.64943
C 1.41834 -5.31583 -0.05347
C 0.80412 -4.07740 -0.16938
C -2.93374 -2.53001 -0.24421
C -3.99790 -2.55947 0.65813
C -5.28200 -2.81699 0.20014
C -5.50277 -3.03992 -1.15137
C -4.44468 -3.01584 -2.05302
C -3.15985 -2.76786 -1.60328
C -0.12393 0.20903 3.89992
C -1.08226 1.22747 3.79678
C -1.37541 2.00313 4.90236
C -0.71976 1.76859 6.10795
C 0.23383 0.76708 6.20970
C 0.53908 -0.01598 5.10612
C 1.39899 -2.03350 2.77579
C 2.65214 -2.00233 2.16995
C 3.56746 -3.01439 2.41196
C 3.22831 -4.06242 3.25612
C 1.97674 -4.10238 3.85995
C 1.06130 -3.09094 3.62428
H -2.08320 -0.74426 1.91373
H -1.59618 -2.27287 2.66593
H -2.05322 -4.75322 1.55904
H -0.93796 -6.93324 1.77176
H 1.26991 -7.30302 0.73015
H 2.37944 -5.49103 -0.51764
H 1.28309 -3.27745 -0.72066
H -3.84071 -2.39459 1.71676
H -6.10771 -2.84853 0.89765
H -6.50469 -3.24259 -1.50501
H -4.62443 -3.20338 -3.10262
H -2.33224 -2.76983 -2.30269
H -1.59536 1.41636 2.85823
H -2.11531 2.78860 4.83167
H -0.95451 2.37427 6.97292
H 0.74371 0.59591 7.14754
H 1.29258 -0.78782 5.18890
H 2.90274 -1.18076 1.51018
H 4.54696 -2.99028 1.95289
H 3.94319 -4.85048 3.45065
H 1.71948 -4.91924 4.52013
H 0.09254 -3.12847 4.10989
C -0.53137 0.66598 -4.00236
P 0.89002 0.30593 -2.95822
C 1.42882 -1.33203 -3.52451
C 2.17820 1.53015 -3.26157
C 2.22349 2.26222 -4.44293
C 3.23000 3.19926 -4.63241
C 4.18282 3.41161 -3.64612
C 4.14754 2.67781 -2.46596
C 3.14638 1.73364 -2.26678
P 3.08920 0.62388 -0.83488
C 4.33984 -0.64783 -1.19697
C 3.77338 1.46736 0.61520
H -0.26594 0.40814 -5.03000
H -0.81526 1.71417 -3.94148
H -1.36967 0.04088 -3.69244
H 1.87167 -1.22450 -4.51683
H 0.55832 -1.98568 -3.58713
H 2.15384 -1.78487 -2.85207
H 1.47481 2.12407 -5.21233
H 3.26560 3.76890 -5.55120
H 4.96185 4.14664 -3.79709
H 4.90749 2.84962 -1.71450
H 5.31382 -0.15570 -1.23462
H 4.15709 -1.11858 -2.16034
H 4.35839 -1.41162 -0.41972
H 4.74221 1.90173 0.36578
H 3.92346 0.72800 1.40271
H 3.10977 2.23826 0.99380
C 0.65235 3.45360 0.56350
P -0.41465 2.51262 -0.56546
C -2.03351 2.42888 0.22581
C -2.79082 1.26381 0.14349
C -4.04912 1.20411 0.72821
C -4.54755 2.30947 1.40289
C -3.80266 3.48187 1.47346
C -2.55307 3.54841 0.87868
C -0.64461 3.57880 -2.00699
C -1.88994 3.61162 -2.64002
C -2.08816 4.43287 -3.73813
C -1.05058 5.23244 -4.20491
C 0.18455 5.20989 -3.57410
C 0.39135 4.38319 -2.47811
H 0.21091 4.43249 0.75202
H 1.63887 3.60059 0.12731
H 0.74187 2.90593 1.50219
H -2.41635 0.41591 -0.42013
H -4.64673 0.30599 0.64012
H -5.52748 2.26806 1.85896
H -4.20363 4.34866 1.98086
H -1.99435 4.47545 0.91826
H -2.71325 3.01558 -2.26346
H -3.05682 4.46672 -4.21800
H -1.21303 5.88708 -5.05055
H 0.98490 5.84743 -3.92510
H 1.36241 4.38005 -1.99783
*
```